(1)
17
Properties=species:S:1:pos:R:3:nbo_charge:R:1 method="wB97M-V/def2-TZVPD" de_lowest_kcal_mol=25.1 total_charge=+1 fmax_ha_per_bohr=0.0347 orbital_gap_ev=11.101
C 0.87 -0.48 2.28 -0.4257
N 1.52 0.20 1.14 -0.6643
H 1.15 -1.52 2.27 0.2379
H 1.24 -0.05 3.20 0.2420
H -0.21 -0.39 2.25 0.2512
H 1.51 1.23 1.13 0.4564
H 1.22 -0.04 0.19 0.4597
H 2.52 -0.03 1.16 0.4336
C -1.09 -0.29 -0.85 -0.0744
O -0.58 1.00 -0.45 -0.7744
C -0.86 -0.57 -2.30 -0.6519
H -0.58 -1.05 -0.26 0.1472
H -2.15 -0.33 -0.57 0.1909
H -1.18 1.64 -0.85 0.4952
H -1.55 -1.29 -2.74 0.2418
H -0.84 0.31 -2.93 0.2289
H 0.13 -1.03 -2.43 0.2060

***

(2)
17
Properties=species:S:1:pos:R:3:nbo_charge:R:1 method="wB97M-V/def2-TZVPD" de_lowest_kcal_mol=192.7 total_charge=+1 fmax_ha_per_bohr=0.0562 orbital_gap_ev=5.638
C -1.19 0.09 0.01 -0.2714
C -0.40 -1.21 0.03 -0.4178
C 0.32 -1.52 -1.30 -0.6202
N -1.39 0.53 1.40 -0.4144
H -0.52 0.86 -0.34 0.2605
H -2.14 -0.01 -0.51 0.2801
H -1.05 -2.07 0.33 0.2522
H 0.30 -1.10 0.86 0.1971
H 0.34 -2.57 -1.61 0.2461
H -0.28 -0.98 -2.06 0.2130
H 1.34 -1.18 -1.32 0.2293
H -0.42 0.67 1.80 0.2763
H -1.63 1.52 1.34 0.3941
H 0.87 1.38 1.82 0.2983
H 2.56 2.39 -0.42 0.5122
H 1.50 1.43 0.46 0.3941
O 1.80 1.77 -0.48 -0.8293

***

(3)
17
Properties=species:S:1:pos:R:3:nbo_charge:R:1 method="wB97M-V/def2-TZVPD" de_lowest_kcal_mol=22.1 total_charge=+1 fmax_ha_per_bohr=0.0613 orbital_gap_ev=12.993
C 0.14 -1.23 0.77 -0.6472
C 0.46 0.25 1.06 -0.0145
C 1.80 0.58 0.35 -0.6132
N -0.52 1.07 0.14 -0.7216
H 0.71 -1.55 -0.11 0.2185
H 0.49 -1.77 1.68 0.2553
H -0.89 -1.46 0.48 0.2493
H 0.43 0.59 2.08 0.2376
H 2.56 -0.05 0.80 0.2489
H 2.06 1.62 0.53 0.2279
H 1.62 0.28 -0.68 0.2004
H -0.56 0.63 -0.79 0.4654
H -1.43 1.30 0.58 0.4428
H -0.33 2.07 -0.11 0.4315
H -2.27 -1.03 -2.30 0.5093
H -0.83 -0.83 -2.35 0.4809
O -1.57 -0.63 -1.77 -0.9712

***

(4)
19
Properties=species:S:1:pos:R:3:nbo_charge:R:1 method="wB97M-V/def2-TZVPD" de_lowest_kcal_mol=8.3 spin_multiplicity=2 fmax_ha_per_bohr=0.0324 s_squared=0.7566 orbital_gap_ev="5.966 / 8.823"
C 1.22 -0.52 0.27 0.0223
C 0.65 -1.52 -0.39 -0.5012
C 0.69 -1.28 2.53 -0.3065
N 1.02 -0.29 1.65 -0.5748
H 2.07 0.04 -0.07 0.2103
H -0.23 -1.95 0.09 0.1879
H 0.83 -1.94 -1.37 0.2028
H 0.55 -1.13 3.58 0.1779
H 0.59 -2.28 2.14 0.1768
H 1.04 0.64 2.01 0.3936
H -2.28 1.28 1.37 0.4682
H -2.58 1.32 -0.19 0.4848
O -1.91 1.36 0.49 -0.9543
H -2.05 0.58 -2.91 0.4658
H -2.48 -0.69 -2.20 0.4720
O -1.99 0.13 -2.06 -0.9346
H 1.18 0.96 -2.34 0.4798
H 0.92 2.21 -1.38 0.4828
O 1.41 1.40 -1.52 -0.9538

***

(5)
19
Properties=species:S:1:pos:R:3:nbo_charge:R:1 method="wB97M-V/def2-TZVPD" de_lowest_kcal_mol=192.7 total_charge=+1 fmax_ha_per_bohr=0.0351 orbital_gap_ev=3.960
C -0.57 -1.35 -3.03 -0.2743
O -0.62 -0.52 -1.89 -0.5476
C -0.82 0.87 1.46 -0.2291
C 0.25 1.36 0.42 -0.0990
O 1.42 0.67 0.54 -0.4432
N -0.23 0.92 2.75 -0.5464
H 0.47 -1.62 -3.27 0.2167
H -1.03 -0.83 -3.87 0.2127
H -1.12 -2.28 -2.87 0.2151
H -1.65 1.58 1.43 0.2455
H 0.39 2.44 0.56 0.2140
H -0.16 1.24 -0.61 0.3098
H 1.09 -0.30 0.49 0.4937
H -1.05 -0.17 1.18 0.2826
H -0.88 1.22 3.47 0.4111
H 0.73 1.18 2.93 0.4257
H 1.22 -2.14 -0.04 0.4929
H -0.15 -1.04 -1.12 0.4899
O 0.47 -1.52 0.09 -0.8702

***

(6)
20
Properties=species:S:1:pos:R:3:nbo_charge:R:1 method="wB97M-V/def2-TZVPD" de_lowest_kcal_mol=97.5 total_charge=+1 fmax_ha_per_bohr=0.0270 orbital_gap_ev=10.659
N 1.22 -1.18 0.99 -0.8791
C 1.25 -0.26 -0.14 -0.2475
C 0.18 0.89 -0.05 -0.5415
S -0.95 0.76 1.39 0.5899
C -1.91 -0.80 1.19 -0.2044
O -2.95 -0.59 0.25 -0.2461
O -2.70 -1.29 -0.94 -0.4124
H 1.94 -0.95 1.67 0.3768
H 1.45 -2.12 0.69 0.3885
H 2.24 0.22 -0.24 0.2259
H 1.08 -0.79 -1.09 0.2212
H 0.67 1.87 0.02 0.2729
H -0.41 0.89 -0.98 0.2842
H -0.19 0.64 2.54 0.2051
H -1.28 -1.61 0.81 0.2472
H -2.30 -1.08 2.18 0.2462
H -2.75 -2.24 -0.76 0.4680
O 2.01 2.35 -2.23 -0.9516
H 1.40 3.10 -2.12 0.4719
H 2.01 2.20 -3.18 0.4847

***

(7)
20
Properties=species:S:1:pos:R:3:nbo_charge:R:1 method="wB97M-V/def2-TZVPD" de_lowest_kcal_mol=12.9 total_charge=-1 fmax_ha_per_bohr=0.0311 orbital_gap_ev=8.509
C 1.58 0.52 0.87 -0.2482
C 0.34 1.34 1.14 -0.0884
O -0.79 0.61 1.60 -0.7668
N 1.76 -0.19 -0.38 -0.6747
C 0.78 -1.26 -0.71 0.1163
O -0.48 -0.88 -1.07 -0.9295
H 1.68 -0.21 1.67 0.1738
H 2.47 1.12 0.93 0.1776
H 0.45 2.00 2.00 0.1584
H 0.07 1.87 0.24 0.1807
H -0.97 -0.24 1.17 0.5011
H 1.98 0.51 -1.11 0.3411
H 1.30 -1.77 -1.55 0.1115
H 0.88 -1.88 0.20 0.1171
H -1.46 -1.45 -0.17 0.4927
H -2.97 -1.52 0.00 0.4413
O -2.21 -1.84 0.49 -1.0454
H -2.27 1.16 -1.95 0.4514
H -0.79 0.65 -1.59 0.5158
O -1.36 1.46 -1.77 -1.0260

***

(8)
20
Properties=species:S:1:pos:R:3:nbo_charge:R:1 method="wB97M-V/def2-TZVPD" total_charge=+1 fmax_ha_per_bohr=0.0822 orbital_gap_ev=6.662
P 4.68 0.15 -0.69 0.3629
P 2.50 0.06 -0.74 0.4554
S 1.73 1.88 -0.89 -0.4150
H 5.23 1.45 -0.38 0.1588
H 5.14 -0.87 0.23 0.1239
H 5.16 -0.18 -2.03 0.1368
H 2.16 -0.70 -1.95 0.0721
H 1.91 -0.67 0.38 0.1064
C -2.96 -0.67 1.81 -0.7236
C -1.74 0.08 1.37 0.6773
O -0.85 0.40 2.17 -0.6455
N -1.62 0.41 0.06 -0.6274
C -2.53 0.13 -1.02 -0.4124
H -2.91 -0.86 2.88 0.2532
H -3.86 -0.08 1.60 0.2359
H -3.02 -1.64 1.29 0.2282
H -0.76 0.91 -0.15 0.3963
H -2.00 -0.46 -1.77 0.1894
H -2.83 1.08 -1.47 0.2058
H -3.41 -0.42 -0.69 0.2217

***

(9)
18
Properties=species:S:1:pos:R:3:nbo_charge:R:1 method="wB97M-V/def2-TZVPD" de_lowest_kcal_mol=38.4 total_charge=+1 fmax_ha_per_bohr=0.1107 orbital_gap_ev=9.913
C -1.44 0.92 1.33 -0.6528
C -0.38 0.38 0.40 0.0077
C -0.31 1.14 -0.95 -0.5501
S 0.27 0.11 -2.37 -0.0736
N -1.02 -1.12 0.06 -0.7484
H -1.33 2.00 1.43 0.2666
H -2.56 0.75 0.94 0.2178
H -1.37 0.33 2.25 0.2403
H 0.58 0.10 0.82 0.2406
H 0.30 2.05 -0.87 0.2713
H -1.28 1.43 -1.24 0.2255
H 1.18 1.07 -2.80 0.2025
H -0.83 -1.35 -1.02 0.4560
H -2.02 -0.89 0.13 0.4504
H -0.51 -1.76 0.61 0.4450
H 3.14 -2.26 0.71 0.4611
H 4.21 -1.26 0.50 0.4790
O 3.39 -1.63 0.06 -0.9389

***

(10)
18
Properties=species:S:1:pos:R:3:nbo_charge:R:1 method="wB97M-V/def2-TZVPD" de_lowest_kcal_mol=6.4 total_charge=+1 fmax_ha_per_bohr=0.0394 orbital_gap_ev=10.364
C -0.19 1.32 -1.78 -0.6265
C -0.32 0.32 -0.63 -0.0451
C -1.45 0.70 0.33 -0.5542
S -1.68 -0.70 1.43 -0.0245
N 0.97 0.39 0.19 -0.7032
H -1.09 1.38 -2.38 0.2597
H 0.06 2.29 -1.36 0.2111
H 0.67 1.03 -2.40 0.2327
H -0.46 -0.66 -1.04 0.2336
H -2.32 0.81 -0.30 0.2489
H -1.25 1.62 0.88 0.2404
H -1.98 -0.10 2.58 0.1623
H 1.63 -0.30 -0.15 0.4571
H 0.74 0.00 1.13 0.4636
H 1.34 1.33 0.11 0.4419
H 1.09 -3.36 0.80 0.4828
H 2.37 -3.25 1.64 0.4923
O 1.88 -2.82 0.93 -0.9729